{
  "formula": "C24H29ClErN2OP",
  "method": "the ωB97M-V functional and the def2-TZVPD basis",
  "species": ["Er", "Cl", "P", "C", "C", "C", "C", "C", "C", "C", "C", "C", "C", "C", "C", "C", "C", "C", "C", "C", "C", "H", "H", "H", "H", "H", "H", "H", "H", "H", "H", "H", "H", "H", "H", "H", "H", "H", "C", "N", "C", "C", "C", "N", "C", "C", "O", "H", "H", "H", "H", "H", "H", "H", "H", "H", "H", "H", "H"],
  "positions_angstrom": [[0.17050, 1.01709, 1.26423], [0.18910, 1.87679, 3.40563], [0.17430, 0.96079, -0.90777], [-1.17110, 0.14239, -1.83687], [-1.00880, -0.58911, -3.01637], [-2.11720, -1.15371, -3.64957], [-3.39320, -0.99041, -3.11357], [-3.56130, -0.27491, -1.92537], [-2.45660, 0.27939, -1.28657], [-0.07400, 2.73699, -1.28887], [0.78250, 3.63739, -0.63047], [0.62440, 5.01079, -0.79797], [-0.38530, 5.50019, -1.62857], [-1.23510, 4.61199, -2.28987], [-1.08530, 3.23569, -2.12007], [1.73460, 0.60219, -1.79837], [2.81680, 0.11029, -1.05837], [4.04660, -0.12171, -1.67367], [4.20690, 0.14859, -3.03287], [3.14140, 0.66909, -3.77167], [1.91270, 0.90279, -3.15687], [1.57330, 3.25199, 0.01143], [1.28670, 5.69759, -0.27887], [-0.50970, 6.57129, -1.76007], [-2.01970, 4.99129, -2.93877], [-1.75420, 2.54939, -2.62987], [-0.01830, -0.73581, -3.43267], [-1.97900, -1.72891, -4.56087], [-4.25340, -1.42961, -3.61107], [-4.55130, -0.15801, -1.49337], [-2.56890, 0.81649, -0.34697], [2.68160, -0.06741, 0.00643], [4.87920, -0.50431, -1.08967], [5.16480, -0.02881, -3.51387], [3.27290, 0.90269, -4.82457], [1.09680, 1.33769, -3.72767], [0.06210, -5.58051, -4.90927], [0.80420, -5.54811, -4.87717], [1.95090, -3.09581, 2.97753], [0.70810, -2.53631, 3.47933], [0.17870, -3.02041, 4.75213], [-0.54490, -1.89781, 5.47913], [-1.64260, -1.36531, 4.57513], [-1.11130, -0.99871, 3.26953], [-1.99490, -0.21931, 2.41753], [0.08060, -1.51731, 2.79683], [0.62980, -1.04581, 1.79593], [2.72070, -2.30021, 2.89453], [1.77820, -3.55231, 1.98083], [2.34370, -3.88771, 3.65313], [-0.50160, -3.88031, 4.57753], [1.00660, -3.34741, 5.42143], [0.17940, -1.07491, 5.68103], [-0.96620, -2.23741, 6.44983], [-2.06440, -0.46601, 5.07803], [-2.45860, -2.10911, 4.44503], [-2.96730, -0.74751, 2.31723], [-2.19860, 0.77889, 2.85403], [-1.60520, -0.12861, 1.39483]],
  "forces_ev_per_angstrom": [[0.829, -0.270, 9.876], [0.372, 1.504, 1.927], [0.319, -0.418, -13.807], [-0.480, -0.247, 0.219], [0.108, -0.041, 0.124], [-0.018, 0.124, 0.196], [0.211, 0.124, 0.156], [0.030, 0.013, 0.076], [0.220, -0.317, -0.285], [-0.195, 0.475, 0.597], [-0.527, -0.056, -0.003], [0.034, 0.011, 0.032], [0.092, -0.303, 0.050], [0.205, -0.157, 0.081], [-0.088, -0.010, 0.103], [0.446, -0.004, 0.138], [-0.191, 0.136, -0.284], [-0.005, 0.038, 0.003], [-0.238, 0.019, 0.253], [-0.167, -0.032, 0.266], [0.028, 0.093, 0.023], [0.275, 0.131, -0.006], [-0.095, -0.102, -0.096], [0.034, -0.175, 0.039], [0.141, -0.083, 0.088], [0.050, 0.116, 0.048], [-0.136, -0.015, 0.009], [-0.004, 0.121, 0.141], [0.136, 0.088, 0.093], [0.145, -0.015, -0.083], [-0.300, 0.155, -0.100], [0.229, -0.269, 0.021], [-0.133, 0.068, -0.110], [-0.158, 0.018, 0.098], [-0.055, -0.039, 0.174], [0.108, -0.040, 0.026], [0.069, 0.002, 0.004], [-0.070, 0.002, -0.003], [0.851, -0.149, -0.702], [-1.279, 1.511, -0.323], [-0.144, -0.532, 0.995], [0.188, 0.282, -0.043], [-0.863, 0.108, 0.953], [1.078, -0.495, -0.672], [-0.704, -0.263, 0.770], [-0.597, -2.443, 3.966], [0.646, 1.608, -2.728], [-0.368, -0.530, -0.025], [0.251, 0.284, 0.550], [-0.555, 0.685, -0.366], [0.411, 0.359, 0.142], [-0.383, 0.042, -0.842], [-0.447, -0.521, -0.011], [0.252, 0.174, -0.727], [0.090, -0.412, -0.632], [0.380, 0.389, 0.111], [0.513, 0.350, -0.207], [0.100, -0.412, -0.188], [-0.641, -0.680, -0.107]],
  "mulliken_spin": [3.03, 0.00, -0.03, -0.01, 0.00, 0.00, 0.00, 0.00, 0.00, -0.01, 0.00, 0.00, 0.00, 0.00, 0.01, 0.01, 0.00, 0.00, 0.00, 0.00, 0.00, 0.00, 0.00, 0.00, 0.00, 0.00, 0.00, 0.00, 0.00, 0.00, 0.00, 0.00, 0.00, 0.00, 0.00, 0.00, 0.00, 0.00, 0.00, 0.00, 0.00, 0.00, 0.00, 0.00, 0.00, 0.00, -0.01, 0.00, 0.00, 0.00, 0.00, 0.00, 0.00, 0.00, 0.00, 0.00, 0.00, 0.00, 0.00],
  "largest_force_ev_per_a": 13.817,
  "multiplicity": 4,
  "e_lumo_ev": [-7.29, -7.10],
  "charge": 2
}